{
  "formula": "C23H32HfI2N7O",
  "method": "ωB97M-V with the def2-TZVPD basis set",
  "symbols": ["Hf", "N", "C", "C", "N", "C", "C", "N", "H", "H", "H", "H", "H", "H", "H", "H", "H", "H", "H", "H", "H", "N", "C", "C", "C", "N", "H", "H", "H", "H", "H", "H", "H", "H", "H", "H", "I", "C", "C", "C", "I", "C", "C", "C", "C", "N", "C", "C", "O", "H", "H", "H", "H", "N", "C", "C", "C", "C", "C", "C", "C", "H", "H", "H", "H", "H"],
  "xyz": [[0.039, 0.083, 0.139], [1.460, -0.227, -1.771], [0.776, -0.982, -2.854], [0.215, -2.241, -2.239], [-0.694, -1.891, -1.105], [-2.138, -1.812, -1.507], [-2.572, -0.374, -1.673], [-2.260, 0.327, -0.405], [1.623, 0.729, -2.090], [2.378, -0.642, -1.626], [1.458, -1.216, -3.671], [-0.012, -0.347, -3.260], [1.032, -2.851, -1.844], [-0.306, -2.849, -2.979], [-0.646, -2.667, -0.451], [-2.729, -2.277, -0.716], [-2.311, -2.385, -2.418], [-3.634, -0.323, -1.915], [-2.029, 0.127, -2.475], [-2.895, 0.008, 0.324], [-2.441, 1.323, -0.518], [2.025, 1.219, 0.877], [2.579, 1.102, 2.259], [3.117, -0.291, 2.519], [2.068, -1.385, 2.463], [1.550, -1.595, 1.066], [2.795, 1.045, 0.230], [1.786, 2.196, 0.713], [1.777, 1.342, 2.959], [3.368, 1.840, 2.401], [3.563, -0.304, 3.515], [3.939, -0.520, 1.831], [1.217, -1.136, 3.100], [2.492, -2.320, 2.828], [1.059, -2.487, 1.069], [2.368, -1.760, 0.480], [-0.081, 4.040, -3.245], [-0.585, 4.074, -1.239], [-1.041, 5.268, -0.632], [-1.365, 5.329, 0.698], [-2.004, 7.135, 1.502], [-1.255, 4.156, 1.504], [-1.545, 4.084, 2.880], [-1.398, 2.894, 3.553], [-0.973, 1.763, 2.858], [-0.685, 1.772, 1.560], [-0.814, 2.965, 0.886], [-0.470, 2.936, -0.484], [-0.014, 1.752, -0.952], [-1.123, 6.155, -1.246], [-1.881, 4.973, 3.398], [-1.609, 2.820, 4.610], [-0.864, 0.819, 3.378], [-1.113, -1.149, 1.765], [-1.684, -1.767, 2.561], [-2.400, -2.506, 3.526], [-1.909, -3.747, 3.957], [-2.627, -4.455, 4.899], [-3.815, -3.933, 5.403], [-4.299, -2.701, 4.974], [-3.598, -1.975, 4.032], [-0.984, -4.145, 3.560], [-2.268, -5.414, 5.245], [-4.372, -4.496, 6.141], [-5.224, -2.313, 5.376], [-3.964, -1.016, 3.692]],
  "mulliken_charge": [2.4620, -0.6600, -0.6406, -0.7296, -0.5064, -0.7191, -0.6004, -0.6409, 0.2204, 0.3113, 0.5324, 0.1891, 0.3658, 0.4418, 0.3003, 0.3756, 0.4438, 0.5273, 0.1772, 0.2973, 0.3656, -0.6022, -0.5852, -0.8538, -0.5764, -0.6151, 0.3559, 0.3110, 0.2609, 0.5031, 0.4045, 0.3129, 0.2125, 0.4908, 0.3126, 0.3126, 0.1478, -0.4190, -0.1699, -0.3309, 0.2185, 0.5161, -0.6015, -1.4627, -0.2025, 0.2688, 1.0255, -0.5892, -0.0399, 0.4232, 0.2567, 0.4866, 0.5401, -0.1734, 0.8546, 0.0152, -0.4185, -0.7978, -0.3634, -0.8034, -0.3515, 0.4351, 0.4353, 0.4399, 0.4383, 0.4647],
  "energy_ev": -54338.8897,
  "total_charge": 3,
  "mol_weight_g_mol": 854.86,
  "fmax_ev_per_a": 0.2,
  "multiplicity": 1,
  "homo_ev": -15.5,
  "lumo_energy_ev": -8.784,
  "orbital_gap_ev": 6.68,
  "e_above_lowest_kcal_mol": 0.00
}

{
  "formula": "C23H32InN6O5S4",
  "method": "ωB97M-V with the def2-TZVPD basis set",
  "symbols": ["In", "C", "C", "N", "C", "C", "N", "C", "C", "N", "H", "H", "H", "H", "H", "H", "H", "H", "H", "H", "H", "H", "H", "H", "H", "O", "C", "O", "C", "C", "C", "C", "C", "C", "S", "H", "H", "H", "H", "C", "C", "C", "C", "C", "C", "C", "S", "O", "O", "O", "H", "H", "H", "H", "H", "H", "H", "C", "N", "C", "N", "S", "H", "H", "H", "H", "H", "H", "S", "C", "N"],
  "xyz": [[-0.706, 0.078, -0.093], [0.115, 2.105, 2.474], [0.302, 3.138, 1.352], [-0.064, 2.579, 0.058], [0.889, 2.789, -1.015], [2.116, 1.882, -0.884], [1.754, 0.518, -0.490], [2.513, 0.032, 0.664], [2.090, 0.740, 1.954], [0.640, 0.818, 2.059], [0.588, 2.478, 3.394], [-0.952, 1.981, 2.655], [-0.325, 4.004, 1.583], [1.341, 3.481, 1.327], [-0.975, 2.952, -0.225], [0.380, 2.564, -1.949], [1.235, 3.831, -1.066], [2.635, 1.883, -1.843], [2.794, 2.300, -0.135], [1.872, -0.136, -1.264], [2.320, -1.024, 0.764], [3.594, 0.161, 0.518], [2.541, 0.212, 2.801], [2.490, 1.755, 1.959], [0.249, 0.059, 2.603], [-2.788, 3.311, -0.332], [-2.991, 2.105, -0.541], [-2.236, 1.338, -1.234], [-4.205, 1.465, 0.070], [-5.480, 1.844, -0.326], [-6.604, 1.287, 0.262], [-6.448, 0.343, 1.267], [-5.180, -0.051, 1.660], [-4.039, 0.500, 1.069], [-2.486, -0.057, 1.696], [-5.584, 2.586, -1.108], [-7.594, 1.586, -0.059], [-7.316, -0.097, 1.743], [-5.051, -0.804, 2.427], [4.127, -5.145, 4.803], [3.291, -4.572, 3.688], [2.366, -3.564, 3.936], [1.557, -3.076, 2.919], [1.676, -3.587, 1.637], [2.605, -4.581, 1.370], [3.405, -5.067, 2.390], [0.567, -3.038, 0.337], [-0.362, -4.117, 0.151], [1.401, -2.714, -0.804], [-0.044, -1.817, 0.951], [4.180, -4.456, 5.645], [5.140, -5.363, 4.464], [3.688, -6.080, 5.158], [2.271, -3.161, 4.938], [0.820, -2.307, 3.106], [2.689, -4.957, 0.357], [4.127, -5.849, 2.182], [-0.290, 2.342, -6.865], [0.696, 1.549, -6.161], [0.694, 1.278, -4.838], [-0.406, 1.626, -4.151], [2.050, 0.599, -4.132], [0.194, 2.858, -7.693], [-0.710, 3.096, -6.199], [-1.104, 1.729, -7.262], [1.538, 1.275, -6.634], [-1.287, 1.716, -4.637], [-0.520, 1.203, -3.242], [-0.865, -1.359, -2.187], [-2.073, -0.693, -3.132], [-2.856, -0.303, -3.891]],
  "mulliken_charge": [1.4079, -1.0276, -0.8509, 0.1634, -0.7440, -0.8692, 0.1396, -0.5986, -0.8067, 0.0176, 0.5002, 0.3220, 0.4643, 0.3788, 0.2880, -0.0809, 0.4932, 0.5174, 0.2877, 0.3858, -0.2413, 0.5694, 0.5216, 0.3038, 0.3181, -0.8128, 0.1622, -0.4218, 0.3513, -0.4838, -0.6246, -0.5063, -0.9087, 0.8655, -0.4303, 0.4158, 0.3620, 0.3530, 0.4259, -1.4571, 1.0153, -0.8178, -0.2546, 0.1088, -0.7246, -0.7499, 1.0190, -0.7352, -0.6065, -0.3980, 0.3487, 0.3659, 0.2879, 0.3316, 0.3807, 0.4514, 0.3474, -0.9842, -0.1755, 0.5558, -0.1904, -0.5014, 0.3370, 0.3249, 0.2973, 0.2322, 0.3772, -0.3215, -0.2294, 0.5182, -0.7599],
  "energy_ev": -92069.4865,
  "total_charge": -1,
  "mol_weight_g_mol": 715.63,
  "fmax_ev_per_a": 0.9,
  "multiplicity": 1,
  "homo_ev": -4.9,
  "lumo_energy_ev": 2.318,
  "orbital_gap_ev": 7.26,
  "e_above_lowest_kcal_mol": 17.10
}

{
  "formula": "C23H32MoN",
  "method": "ωB97M-V with the def2-TZVPD basis set",
  "symbols": ["C", "C", "C", "C", "H", "H", "H", "H", "H", "H", "H", "H", "H", "C", "C", "C", "H", "C", "C", "H", "H", "H", "H", "C", "C", "C", "H", "C", "C", "H", "H", "H", "H", "Mo", "C", "N", "C", "C", "C", "C", "C", "C", "C", "C", "H", "H", "H", "H", "H", "H", "H", "H", "H", "H", "H", "H", "H"],
  "xyz": [[-1.189, -3.063, -1.348], [-0.281, -3.649, -0.352], [-2.643, -3.297, -1.278], [-0.572, -2.587, -2.597], [-2.955, -4.044, -2.028], [-3.261, -2.401, -1.460], [-2.962, -3.675, -0.302], [-0.095, -4.707, -0.588], [-0.665, -3.626, 0.668], [0.688, -3.133, -0.337], [-0.137, -3.419, -3.168], [0.252, -1.887, -2.392], [-1.281, -2.092, -3.264], [-2.329, 0.207, 2.012], [-3.078, -0.873, 1.386], [-2.323, -2.073, 1.562], [-4.102, -0.813, 1.026], [-1.094, -1.753, 2.216], [-1.144, -0.388, 2.586], [-0.498, 0.094, 3.324], [-2.698, 1.218, 2.169], [-2.721, -3.073, 1.409], [-0.287, -2.453, 2.436], [-1.118, 1.604, -1.443], [-2.336, 1.721, -0.683], [-3.182, 0.617, -1.039], [-2.613, 2.549, -0.029], [-2.511, -0.145, -2.038], [-1.227, 0.447, -2.274], [-0.484, 0.088, -2.983], [-0.243, 2.251, -1.381], [-4.198, 0.429, -0.693], [-2.955, -0.961, -2.603], [-1.283, -0.023, 0.020], [3.507, 2.862, -0.079], [3.132, 1.622, -0.808], [4.186, 1.321, -1.839], [2.762, 0.473, 0.137], [1.827, 0.987, 1.189], [2.316, 1.319, 2.480], [1.711, 2.336, 3.201], [0.588, 2.987, 2.670], [-0.017, 2.469, 1.511], [0.488, 1.307, 0.910], [4.333, 2.625, 0.598], [2.649, 3.227, 0.485], [3.821, 3.619, -0.806], [2.257, 1.823, -1.318], [5.139, 1.122, -1.322], [3.882, 0.450, -2.434], [4.286, 2.211, -2.485], [2.345, -0.320, -0.495], [3.709, 0.110, 0.545], [3.199, 0.809, 2.879], [2.160, 2.695, 4.134], [0.156, 3.865, 3.178], [-0.909, 2.989, 1.130]],
  "mulliken_charge": [1.4507, -1.3364, -1.2198, -1.3667, 0.3964, 0.1281, 0.2387, 0.3986, 0.2468, 0.1719, 0.4999, -0.0150, 0.3326, -0.6130, -1.1424, -0.1948, 0.6300, -1.1038, -0.0564, 0.4838, 0.5265, 0.9290, 0.4887, -0.6867, -0.6800, -1.2104, 0.5750, -0.5006, -0.7124, 0.5972, 0.8611, 0.6946, 0.9491, -0.0991, -0.7230, 0.0524, -0.8238, -1.1251, -0.0883, -0.6560, -0.6451, -0.4755, 0.0224, 1.3320, 0.3946, 0.1861, 0.4071, 0.2501, 0.3712, 0.3162, 0.3724, 0.3140, 0.4168, 0.4462, 0.4350, 0.4279, 0.1316],
  "energy_ev": -27704.3678,
  "total_charge": 1,
  "mol_weight_g_mol": 418.46,
  "fmax_ev_per_a": 3.0,
  "multiplicity": 3,
  "homo_ev": [-8.8, -9.7],
  "lumo_energy_ev": [-2.636, -2.776],
  "orbital_gap_ev": [6.18, 6.92],
  "e_above_lowest_kcal_mol": 0.00,
  "s2": 2.02
}